Record 1
{"formula": "C7H13N4", "method": "ωB97M-V/def2-TZVPD", "lumo_ev": -2.459, "total_charge": 1, "homo_lumo_gap_ha": 0.375, "homo_ha": -0.4652, "smiles": "[NH2+]=c1cc[nH]n1[C@@H]1CCCN1", "symbols": ["C", "C", "C", "C", "C", "C", "C", "N", "N", "N", "N", "H", "H", "H", "H", "H", "H", "H", "H", "H", "H", "H", "H", "H"], "positions_angstrom": [[-3.5880, -0.3404, -0.3297], [-3.0926, -1.6175, -0.4156], [-2.4802, 0.4897, -0.0432], [2.2787, -0.0371, -0.7238], [0.9628, 0.7384, -0.5747], [1.8840, -1.4545, -0.3046], [0.2618, -0.0035, 0.5541], [-1.7702, -1.5666, -0.2063], [-1.3938, -0.2888, 0.0131], [-2.4657, 1.8146, 0.1856], [0.8493, -1.2155, 0.6959], [-4.6036, -0.0264, -0.4473], [-3.5949, -2.5428, -0.6200], [2.6834, 0.0100, -1.7312], [3.0231, 0.3577, -0.0328], [1.1259, 1.7864, -0.3357], [0.3809, 0.6785, -1.4946], [1.4744, -2.0166, -1.1527], [2.7136, -2.0163, 0.1246], [0.0154, 0.5485, 1.4587], [-3.2975, 2.3404, -0.0250], [-1.5926, 2.3112, 0.2071], [-1.0884, -2.3073, -0.1534], [0.8685, -1.6958, 1.5784]], "forces_ev_per_a": [[0.106, 0.010, 0.006], [0.056, 0.298, -0.001], [-0.116, -0.973, -0.164], [-0.010, -0.077, 0.026], [0.222, 0.010, -0.156], [0.304, -0.050, -0.338], [-1.854, 0.215, -0.334], [-0.199, -0.030, 0.000], [1.316, 0.551, 0.482], [0.146, 0.331, 0.112], [0.189, -0.434, 0.259], [-0.232, 0.033, -0.028], [-0.036, -0.159, -0.024], [0.002, 0.018, -0.017], [0.037, -0.031, -0.005], [-0.060, 0.053, 0.015], [-0.055, 0.023, 0.081], [0.133, 0.003, 0.067], [-0.114, -0.009, -0.043], [0.077, -0.113, -0.015], [0.144, 0.018, 0.023], [-0.096, 0.100, -0.053], [0.036, 0.114, 0.029], [0.004, 0.098, 0.078]], "mulliken_charge": [-0.8341, -0.2093, 0.5973, -0.6407, -0.6365, -0.5503, -0.1337, -0.1854, 0.0903, -0.4035, -0.2417, 0.3890, 0.4753, 0.3498, 0.3220, 0.3589, 0.3215, 0.2271, 0.3917, 0.4596, 0.2467, 0.1855, 0.1925, 0.2282]}

***

Record 2
{"formula": "C7H13N4", "method": "ωB97M-V/def2-TZVPD", "lumo_ev": -3.465, "total_charge": 1, "homo_lumo_gap_ha": 0.320, "homo_ha": -0.4474, "symbols": ["C", "C", "C", "C", "C", "C", "C", "N", "N", "N", "N", "H", "H", "H", "H", "H", "H", "H", "H", "H", "H", "H", "H", "H"], "positions_angstrom": [[0.5069, 2.6118, 0.2896], [-0.6095, 1.8236, -0.0265], [1.5605, 1.7717, 0.1461], [-2.3901, -0.5244, -0.0406], [2.8601, -0.9964, 0.5682], [1.2163, -1.7175, -1.1177], [1.5883, -0.7484, -0.2535], [-0.2520, 0.6181, -0.2819], [1.0657, 0.5408, -0.1353], [-2.5902, -0.0229, 1.1980], [-2.8478, 0.0072, -1.2064], [0.6151, 3.6813, 0.5463], [-1.5316, 2.2922, -0.0682], [2.5932, 1.8891, 0.1759], [3.0541, -2.0361, 0.6681], [2.7275, -0.5450, 1.5874], [3.7278, -0.8345, -0.0607], [0.3959, -1.5215, -1.7137], [-1.8192, -1.4077, -0.2158], [1.6883, -2.6843, -1.2426], [-2.2780, -0.6874, 1.8635], [-2.7006, 0.9758, 1.2381], [-2.6701, -0.3071, -2.1310], [-3.6295, 0.6358, -1.1520]], "forces_ev_per_a": [[0.723, 1.514, 0.035], [1.944, 2.220, 0.592], [0.021, -1.117, 0.320], [-0.431, 1.541, -1.877], [-1.169, 0.521, 0.146], [0.326, 1.407, 1.541], [3.257, -2.522, -0.399], [-1.143, -1.799, -0.427], [-1.507, -0.010, -0.564], [-0.399, -1.474, -3.937], [-0.804, 0.178, 3.242], [-0.415, -0.900, -0.322], [-2.130, -0.031, -0.283], [1.491, 0.422, 0.336], [-0.678, -1.221, 0.534], [0.954, -0.126, -1.085], [0.437, 1.507, 0.389], [-1.560, 0.266, -1.468], [0.216, -0.692, 0.623], [0.127, 0.240, 0.507], [0.313, 0.448, 1.424], [-0.190, -0.052, 0.964], [0.634, -0.786, -0.319], [-0.018, 0.466, 0.029]], "mulliken_charge": [-0.9805, -0.1860, -0.1086, -0.0850, -1.4491, -1.1819, 0.8944, -0.2466, 0.0604, -0.3105, -0.2032, 0.3642, 0.5777, 0.5236, 0.4641, 0.3551, 0.3482, 0.4146, 0.3940, 0.2912, 0.2798, 0.2911, 0.2386, 0.2543]}

***

Record 3
{"formula": "C7H13N4", "method": "ωB97M-V/def2-TZVPD", "lumo_ev": [-4.571, -4.571], "total_charge": 1, "homo_lumo_gap_ha": [0.288, 0.288], "homo_ha": [-0.4555, -0.4555], "smiles": "C=[NH+]/C=C/N=C\\N=C/N(C)C", "symbols": ["C", "C", "C", "C", "C", "C", "C", "N", "N", "N", "N", "H", "H", "H", "H", "H", "H", "H", "H", "H", "H", "H", "H", "H"], "positions_angstrom": [[-2.4179, -0.1016, 0.1873], [-1.8670, -2.3436, 0.0709], [-1.5226, 2.3997, 0.4772], [-1.9013, 0.5149, -0.9124], [0.0429, -1.1150, -0.8500], [1.1294, -0.6751, 1.2786], [2.3570, -0.3048, -0.7651], [-2.6575, -1.3789, 0.5091], [-0.7814, -2.0798, -0.5281], [-1.9729, 1.9519, -0.6373], [1.0965, -0.5713, -0.1044], [-2.4805, 0.5940, 1.1502], [-2.2177, -3.2897, 0.4601], [-1.8673, 3.3791, 0.8784], [-0.8248, 1.7665, 1.1273], [-2.1510, 0.2805, -1.8579], [0.4155, -1.0283, -1.9094], [2.1627, -0.9104, 1.4551], [0.9723, 0.2641, 1.8721], [0.5153, -1.4442, 1.5294], [2.8433, 0.5648, -0.3588], [3.1101, -1.1660, -0.6480], [2.1855, -0.2581, -1.8298], [-2.3444, 2.4809, -1.3923]], "forces_ev_per_a": [[0.012, -1.205, 3.876], [-1.487, 0.980, 1.323], [0.469, 0.755, 1.391], [-0.617, 3.071, 2.995], [3.309, -0.905, -0.424], [2.113, 2.201, 1.199], [0.924, -1.589, -0.325], [-0.672, 1.889, -0.333], [2.792, 0.279, -0.973], [1.761, -2.319, -0.188], [-2.682, -0.275, -2.757], [-0.512, -1.365, -1.995], [0.692, -0.714, -0.760], [0.613, -0.612, -0.694], [-1.313, 0.916, -1.217], [-0.338, -0.975, -3.207], [-1.485, 0.003, 0.613], [0.404, -0.559, 0.980], [-0.364, -0.605, -0.658], [-1.792, -2.115, 1.514], [-0.031, 0.542, -0.068], [-1.195, 0.934, 0.149], [0.111, 0.521, -0.299], [-0.712, 1.146, -0.139]], "mulliken_charge": [-0.0750, 0.0660, -0.3132, -0.4897, 0.1519, -1.1126, -0.9301, -0.5544, -0.3352, 0.0696, 0.0592, 0.4086, 0.3965, 0.2954, 0.1775, 0.5493, 0.1824, 0.4089, 0.2105, 0.4992, 0.3763, 0.3594, 0.2971, 0.3025]}

***

Table of electronic energy (eV), in record order: -13423.8331, -13421.8029, -13419.1988
Table of energy relative to the best compared isomer or geometry (same formula, charge and spin) (kcal/mol), in record order: 19.8, 66.6, 126.7